[1]
This record from the OMol25 dataset describes a molecular structure, C6H12O. The level of theory is ωB97M-V/def2-TZVPD.

```
19
Properties=species:S:1:pos:R:3:forces:R:3
C 2.40644 -0.08820 -0.37947 0.0 -0.2 0.1
C 0.91061 -0.13963 -0.39610 0.0 0.1 0.0
C -0.03249 -1.50759 0.57118 -0.1 -0.5 -0.1
C 0.08856 0.20277 0.67531 0.1 0.3 -0.1
O -0.81160 2.24307 0.79228 0.1 0.2 0.1
C -1.27050 1.04498 0.56599 0.1 -0.7 -0.1
C -1.95177 0.83114 -0.80190 0.0 0.0 -0.1
H 2.86114 -0.84171 -1.02716 -0.1 0.0 0.1
H 2.71623 0.89635 -0.75955 -0.2 -0.1 0.0
H 2.80040 -0.17776 0.63471 0.0 0.0 -0.1
H 0.44438 -0.30456 -1.36900 0.0 0.1 0.2
H -0.39654 -1.60393 1.60156 0.1 0.2 -0.2
H 0.81386 -2.19873 0.48875 -0.1 0.2 -0.1
H -0.83557 -1.78078 -0.10965 0.2 0.1 0.0
H 0.61175 0.41927 1.60798 -0.2 0.1 -0.1
H -1.94403 0.57580 1.33957 0.1 0.2 0.0
H -1.31568 1.22915 -1.60188 -0.1 -0.1 0.1
H -2.87776 1.41583 -0.81240 0.2 -0.1 0.0
H -2.21742 -0.21546 -1.02021 0.1 0.1 0.1
```
Positions in Å, forces in eV/Å.

Values from the calculation:
LUMO energy: 0.08 eV
ΔE to the lowest compared entry with this formula, charge and spin: 450.0 kJ/mol
Charge: 0
Calculated total energy: -310.88788 hartree

=====

[2]
This record from the OMol25 dataset describes 2 unconnected molecules or ions with the total composition C6H15N at a distorted geometry. The level of theory is ωB97M-V/def2-TZVPD.

```
22
Properties=species:S:1:pos:R:3:forces:R:3
C 1.55830 0.81755 1.39312 0.3 -2.0 -1.0
N 0.92658 -0.42734 0.80144 -2.2 3.1 2.3
C -0.44242 -0.42086 0.72749 3.2 -6.0 -3.4
C -0.87850 -0.48207 -0.76415 -0.1 0.8 0.8
C -0.23616 0.57122 -1.66331 -0.3 -1.7 -2.0
C 1.19231 0.31657 -2.21978 0.0 -0.9 2.4
C -1.19774 -1.44555 1.58512 -0.8 2.2 2.0
H 1.07321 1.75509 1.09761 0.3 0.0 -0.5
H 1.39039 0.73056 2.46326 0.6 0.2 0.4
H 2.62423 0.74780 1.10354 -0.5 0.6 0.5
H -0.86218 0.72585 1.06027 -2.6 2.8 0.8
H -1.73340 1.10241 1.20172 2.2 -0.7 -0.2
H -1.94434 -0.32736 -0.83959 -0.7 0.0 0.2
H -0.71751 -1.52492 -1.11965 0.3 0.7 0.3
H -0.30859 1.58554 -1.25854 -0.5 -0.2 -0.3
H -0.85921 0.35089 -2.57538 0.1 1.4 0.6
H 1.57715 -0.62992 -1.77060 -0.4 0.3 -0.8
H 1.19365 0.30967 -3.30622 0.5 0.3 0.1
H 1.83849 1.01501 -1.68853 0.4 0.4 -0.9
H -2.25934 -1.52812 1.31595 0.4 -0.5 -0.2
H -0.69513 -2.35282 1.90061 0.2 -0.2 -0.9
H -1.23978 -0.88920 2.55562 -0.2 -0.5 -0.2
```
Positions in Å, forces in eV/Å.

Values from the calculation:
LUMO energy: -1.11 eV
ΔE to the lowest compared entry with this formula, charge and spin: 653.0 kJ/mol
Charge: 0
Calculated total energy: -292.12033 hartree

=====

[3]
This record from the OMol25 dataset describes 2 unconnected molecules or ions with the total composition C4H11S2 at a distorted geometry. The level of theory is ωB97M-V/def2-TZVPD.

```
17
Properties=species:S:1:pos:R:3:forces:R:3
C 1.92871 -0.14484 -2.42058 0.0 0.4 -0.2
S 2.97882 0.38089 -1.04717 0.1 0.1 -0.3
C 1.94329 -0.10176 0.34207 0.4 -0.1 0.6
H 2.34486 0.32307 -3.31555 0.1 -0.1 0.0
H 1.92468 -1.22515 -2.54457 -0.1 0.0 0.1
H 0.91338 0.23404 -2.29492 0.0 -0.2 0.1
H 1.64166 0.75142 0.94949 -0.3 0.1 -0.4
H 2.55700 -0.69464 1.02535 -0.2 -0.3 -0.2
H 1.08908 -0.66388 -0.03637 -0.1 0.1 0.2
C -2.54897 -0.19520 1.81634 1.2 -0.3 0.0
C -1.76353 0.50716 0.70035 -0.6 1.0 -0.3
S -1.82228 -0.32275 -0.89216 0.1 -0.4 -0.4
H -3.47973 -0.56043 1.38693 -0.2 0.3 0.1
H -2.03488 -1.08883 2.19344 0.1 0.1 -0.1
H -2.67138 0.49857 2.65504 -0.4 -0.1 0.1
H -2.27425 1.47771 0.61215 0.0 0.0 -0.2
H -0.72646 0.82463 0.87017 -0.1 -0.5 0.8
```
Positions in Å, forces in eV/Å.

Values from the calculation:
LUMO energy: 3.23 eV
ΔE to the lowest compared entry with this formula, charge and spin: 39.0 kJ/mol
Charge: -1
Calculated total energy: -955.38806 hartree

=====

[4]
This record from the OMol25 dataset describes a single C7H10 molecule at a distorted geometry. The level of theory is ωB97M-V/def2-TZVPD.

```
17
Properties=species:S:1:pos:R:3:forces:R:3
C -1.66302 -2.48683 -1.78066 0.5 -0.4 0.0
C -1.28157 -1.22805 -1.56542 -1.1 -0.3 0.2
C -0.61396 -0.76061 -0.36346 -0.4 0.2 -0.2
C -0.14284 0.48163 -0.25834 -0.5 0.3 0.9
C 0.68719 0.94230 0.88132 -0.3 -0.4 -0.3
C 0.49818 0.47356 2.11279 0.5 0.3 -0.3
C 1.75324 1.95537 0.58794 -0.1 1.1 0.9
H -1.93411 -2.83754 -2.76720 -0.6 0.2 0.0
H -1.59337 -3.26181 -1.02395 0.3 0.1 0.0
H -1.60602 -0.49753 -2.29805 0.7 0.2 -0.2
H -0.52224 -1.45743 0.46138 0.6 -0.2 -0.2
H -0.54353 1.24785 -0.91755 0.7 -0.1 -0.5
H -0.26784 -0.25695 2.32350 0.0 0.1 0.3
H 1.16630 0.84513 2.88293 -0.2 -0.3 0.3
H 1.41316 2.94367 0.92451 -0.3 0.0 -0.4
H 2.04008 2.06251 -0.45163 0.1 -0.3 -0.1
H 2.61036 1.83474 1.25188 0.2 -0.5 -0.4
```
Positions in Å, forces in eV/Å.

Values from the calculation:
LUMO energy: 0.71 eV
ΔE to the lowest compared entry with this formula, charge and spin: 187.1 kJ/mol
Charge: 0
Structure (SMILES): C=C/C=C/C(=C)C
Calculated total energy: -272.64675 hartree

=====

[5]
This record from the OMol25 dataset describes a single C20H25N3O7S molecule at a distorted geometry. The level of theory is ωB97M-V/def2-TZVPD.

```
56
Properties=species:S:1:pos:R:3:forces:R:3
C -3.71935 2.32781 1.28181 -0.3 0.2 0.0
O -2.54029 1.55311 1.27769 0.1 -0.1 -0.1
C -1.98461 1.19007 0.11795 0.2 -0.1 -0.2
C -2.47710 1.56571 -1.13708 -0.1 0.1 0.2
C -1.84537 1.15414 -2.29423 0.0 -0.1 0.0
C -0.71702 0.35655 -2.22214 0.3 -0.2 -0.7
S 0.14536 -0.10175 -3.73075 0.0 0.1 0.0
O -0.76142 0.07848 -4.82519 -0.1 0.3 0.2
O 0.75959 -1.37995 -3.53619 0.1 0.1 0.3
N 1.34890 1.02852 -3.89249 -0.7 -0.8 -0.1
C 2.52865 0.84157 -3.08087 0.4 -0.2 0.4
C 2.64921 1.76435 -1.86432 0.2 0.1 -0.2
C 3.30026 3.10297 -2.20966 -0.3 0.1 0.2
C 2.41841 4.02294 -3.04986 0.3 -0.1 -0.1
C 1.93843 3.40836 -4.36480 -0.2 0.0 0.3
C 0.84766 2.35779 -4.17118 -0.3 0.5 -0.5
C -0.21361 -0.03464 -1.00178 -0.1 0.0 0.2
C -0.82818 0.37450 0.17928 -0.2 0.1 -0.1
C -0.27965 -0.04280 1.48533 -0.1 0.1 0.4
O -0.72521 0.25695 2.56915 0.2 0.0 -0.1
O 0.81371 -0.81095 1.34610 0.0 -0.1 -0.3
C 1.49201 -1.21278 2.53052 0.3 -0.1 0.4
C 0.91124 -2.49371 3.15352 0.1 0.6 -0.3
O 1.54604 -3.51913 3.21328 0.2 -0.2 0.0
N -0.34760 -2.32444 3.62999 -0.5 0.3 0.1
C -1.11792 -3.31150 4.20783 -0.6 -0.8 0.4
C -0.80086 -4.67559 4.44311 -0.5 -0.1 0.2
C -1.92955 -5.16557 5.03303 0.7 0.3 -0.3
C -2.28433 -6.51420 5.53559 -0.2 0.2 0.0
O -2.83899 -4.18106 5.14047 -0.1 -0.9 0.3
N -2.33109 -3.03423 4.62723 0.5 1.1 -0.5
H -3.55788 3.30846 0.82422 0.0 -0.1 0.0
H -4.53900 1.81321 0.77244 0.0 0.0 0.0
H -3.97162 2.45654 2.33268 0.0 0.0 -0.1
H -3.35966 2.18006 -1.21158 -0.1 0.0 0.0
H -2.22582 1.42526 -3.26666 -0.1 0.1 -0.1
H 2.49357 -0.20444 -2.77391 0.3 0.1 0.0
H 3.41351 0.96631 -3.71585 0.0 -0.1 0.1
H 1.66545 1.92588 -1.41894 0.0 0.0 0.1
H 3.26971 1.26179 -1.11976 -0.1 0.0 0.0
H 3.55479 3.62356 -1.28328 0.1 0.0 0.0
H 4.23344 2.91095 -2.74437 0.1 0.0 0.0
H 1.54585 4.32141 -2.46285 0.0 0.1 0.0
H 2.98663 4.92890 -3.27374 -0.1 0.1 0.0
H 1.51866 4.20649 -4.98038 0.0 -0.1 -0.1
H 2.77454 2.97410 -4.91174 0.1 0.0 -0.1
H 0.25474 2.25374 -5.08285 0.0 0.2 0.1
H 0.17010 2.69354 -3.36934 0.0 0.1 -0.1
H 0.65175 -0.67539 -0.96539 0.1 -0.1 0.1
H 1.45554 -0.40386 3.27033 0.1 -0.1 -0.1
H 2.52130 -1.41417 2.22918 -0.2 0.0 0.1
H -0.78824 -1.40820 3.56753 0.3 -0.1 -0.1
H 0.11248 -5.17425 4.20500 0.1 -0.2 0.0
H -3.14368 -6.90241 4.99108 0.0 -0.1 0.0
H -1.44208 -7.18655 5.40716 0.0 0.0 0.0
H -2.55141 -6.46246 6.58969 0.0 -0.1 0.1
```
Positions in Å, forces in eV/Å.

Values from the calculation:
LUMO energy: -0.08 eV
ΔE to the lowest compared entry with this formula, charge and spin: 183.6 kJ/mol
Charge: 0
Structure (SMILES): COc1ccc(S(=O)(=O)N2CCCCCC2)cc1C(=O)OCC(=O)Nc1cc(C)on1
Calculated total energy: -1866.22749 hartree